Entry 1:
Here is a single C3H3N3O2 molecule at a distorted geometry from the Open Molecules 2025 dataset. Energies are from the ωB97M-V functional and the def2-TZVPD basis.

Results
Relative energy (zero: lowest compared OMol25 entry of this formula, charge and spin): 139.6 kcal per mole
HOMO-LUMO gap: 9.19 eV
SMILES: O/N=c1/cnnco1
Lowest unoccupied orbital energy: 0.055 eV

```
11
Properties=species:S:1:pos:R:3:forces:R:3
O -0.060 -0.986 -0.042 -4.286 -1.275 -1.011
O -2.509 -0.429 -0.126 -5.194 1.537 3.612
N 2.105 -0.329 0.094 0.235 -0.326 -0.713
N 1.733 1.007 -0.066 1.504 0.130 0.601
N -1.682 0.648 0.149 -0.805 -0.140 -1.219
C -0.493 0.296 -0.040 0.050 -0.442 1.204
C 0.507 1.261 -0.066 -0.467 3.101 0.702
C 1.178 -1.216 0.035 5.748 -0.443 0.201
H -3.448 -0.072 0.454 4.038 -1.948 -2.870
H 0.109 2.306 0.060 0.808 -0.890 -0.695
H 1.645 -2.240 0.017 -1.631 0.698 0.189
```
Positions in Å, forces in eV/Å.

Entry 2:
Here is a single C22H21ClN2O3S2 molecule from the Open Molecules 2025 dataset. Energies are from the ωB97M-V functional and the def2-TZVPD basis.

Results
Relative energy (zero: lowest compared OMol25 entry of this formula, charge and spin): 0.0 kcal per mole
HOMO-LUMO gap: 9.12 eV
SMILES: Cc1ccc(C)c(NS(=O)(=O)c2ccc(NC(=O)CSc3ccc(Cl)cc3)cc2)c1
Lowest unoccupied orbital energy: 0.329 eV

```
51
Properties=species:S:1:pos:R:3:forces:R:3
Cl -4.486 2.892 3.886 -0.040 -0.036 0.193
S -3.346 3.972 -2.176 0.046 0.135 -0.142
S 0.036 -3.109 1.392 -0.027 -0.124 -0.064
O 0.843 -2.841 2.549 0.066 0.298 -0.204
O -1.120 -3.942 1.549 -0.105 -0.027 -0.268
O 0.177 3.469 -0.721 0.226 0.070 0.188
N 0.960 -3.834 0.176 -0.656 0.160 0.442
N -1.335 1.911 -1.442 -0.175 -0.363 -0.252
C 0.025 0.747 0.225 0.073 0.110 0.052
C -3.636 3.719 -0.440 0.074 0.093 -0.270
C -3.111 4.045 1.874 -0.075 -0.069 0.132
C 3.290 -4.919 1.547 -0.061 0.086 0.003
C -1.431 -1.567 -0.317 -0.105 0.038 -0.079
C 3.508 -1.447 -1.003 0.024 -0.009 0.040
C 2.310 -2.125 -0.821 0.220 -0.152 -0.037
C -1.730 -0.395 -0.984 0.090 -0.054 0.067
C 3.549 -0.222 -1.864 -0.020 -0.035 -0.001
C -4.702 2.900 -0.086 0.132 0.118 -0.050
C 3.375 -3.729 0.641 -0.056 0.003 0.012
C -0.995 0.765 -0.726 0.223 -0.145 0.187
C 4.572 -3.061 0.433 -0.063 -0.073 0.000
C 2.234 -3.242 -0.003 0.690 0.436 -0.279
C 4.641 -1.933 -0.366 -0.089 0.040 -0.034
C -0.409 -1.572 0.613 0.236 -0.516 0.410
C -1.533 4.175 -2.226 -0.457 0.133 0.131
C -4.168 3.219 2.222 0.054 0.054 -0.242
C -4.974 2.652 1.245 0.017 0.049 0.152
C 0.312 -0.428 0.895 -0.095 -0.037 0.077
C -0.794 3.156 -1.368 -0.155 0.158 -0.348
C -2.850 4.304 0.541 -0.130 -0.048 -0.010
H -2.529 -0.372 -1.711 -0.091 -0.013 -0.075
H -2.146 1.816 -2.044 0.124 0.153 0.174
H -1.253 5.183 -1.921 0.122 -0.182 0.025
H 0.582 1.646 0.427 0.010 -0.002 0.010
H 3.210 -0.454 -2.872 -0.004 0.055 -0.097
H -1.264 4.042 -3.275 0.019 0.029 0.015
H 4.558 0.180 -1.920 0.050 0.074 -0.040
H -5.316 2.463 -0.858 -0.069 -0.115 -0.060
H -1.975 -2.479 -0.498 -0.134 -0.076 -0.108
H 0.999 -4.828 0.359 -0.168 -0.166 0.088
H 5.586 -1.426 -0.493 0.094 0.067 -0.030
H 4.259 -5.127 1.994 0.025 -0.064 0.022
H 1.093 -0.476 1.636 0.131 0.073 0.068
H 2.571 -4.724 2.342 0.005 -0.095 0.073
H 5.466 -3.421 0.921 0.074 -0.057 0.059
H 2.967 -5.807 1.000 0.010 -0.120 0.040
H -5.798 2.016 1.524 -0.070 -0.062 0.062
H 2.890 0.545 -1.459 -0.026 0.114 -0.020
H -2.032 4.959 0.286 0.099 0.057 -0.034
H -2.496 4.489 2.640 0.040 0.017 0.110
H 1.417 -1.786 -1.324 -0.102 0.021 -0.088
```
Positions in Å, forces in eV/Å.

Entry 3:
Here is a single C6H11FO molecule at a distorted geometry from the Open Molecules 2025 dataset. Energies are from the ωB97M-V functional and the def2-TZVPD basis.

Results
Relative energy (zero: lowest compared OMol25 entry of this formula, charge and spin): 35.8 kcal per mole
HOMO-LUMO gap: 10.79 eV
SMILES: CC(C)[C@@](C)(F)C=O
Lowest unoccupied orbital energy: 0.865 eV

```
19
Properties=species:S:1:pos:R:3:forces:R:3
F -1.969 0.092 -1.333 -0.348 0.254 -0.587
O -2.984 -0.757 0.870 -1.081 -0.396 -0.264
C 0.209 -0.341 -0.597 -0.590 -0.780 0.978
C 1.331 0.035 0.453 -5.391 -0.135 1.136
C -1.152 0.276 -0.249 0.898 2.947 0.382
C -0.034 -1.830 -0.867 -0.331 -0.756 2.895
C -0.896 1.821 -0.015 -2.478 1.194 0.552
C -1.977 -0.140 0.946 1.798 -0.387 2.430
H -0.588 2.325 -0.936 0.752 -0.405 0.226
H 0.367 -0.050 -1.645 0.493 0.950 0.511
H -0.340 -2.492 0.067 0.965 1.402 -1.574
H 1.822 0.880 0.183 1.552 2.513 -0.863
H 0.783 0.297 1.475 1.478 -1.024 -1.909
H -0.939 -1.796 -1.449 0.142 -0.789 -0.910
H 0.886 -2.189 -1.313 -0.357 -0.673 -0.397
H -1.580 0.135 2.036 -0.336 -0.115 -1.919
H -1.885 2.416 0.171 1.313 -1.405 -0.054
H -0.283 2.041 0.904 -0.337 -0.317 -1.303
H 1.958 -0.768 0.495 1.859 -2.077 0.671
```
Positions in Å, forces in eV/Å.

Entry 4:
Here is 3 unconnected molecules or ions with the total composition C38H32BN3O10S at a distorted geometry from the Open Molecules 2025 dataset. Energies are from the ωB97M-V functional and the def2-TZVPD basis.

Results
HOMO-LUMO gap: 7.02 eV
SMILES: C=C[C@@]1(B(N)O)[C@@H](CON=O)NC(=O)[C@]1(S)CCOC=O.O=C1c2ccccc2C(=O)c2ccccc21.O=C1c2ccccc2C(=O)c2ccccc21
Lowest unoccupied orbital energy: -1.164 eV

```
85
Properties=species:S:1:pos:R:3:forces:R:3
S -3.993 2.305 0.621 -0.270 0.276 0.034
O -2.734 -7.797 -1.538 0.002 0.001 0.005
O -1.983 6.123 -0.712 0.382 -0.052 0.241
O 4.129 -0.020 0.652 0.006 0.013 0.002
O -3.003 4.007 3.488 0.274 -0.304 -0.240
O 7.107 1.934 -3.347 -0.001 -0.002 0.002
O -3.037 -2.468 -1.126 0.007 0.085 0.018
O 1.048 3.563 1.963 -0.839 0.254 -0.443
O -3.124 7.487 0.519 0.208 0.234 -0.190
O -3.336 0.498 4.646 -0.057 0.173 -0.232
O -2.257 1.630 6.251 -0.329 -0.246 -0.093
N -3.189 6.904 -0.476 -0.361 -0.241 0.165
N 0.562 1.160 2.137 0.431 0.439 0.046
N -1.634 4.780 1.811 0.166 -0.849 -0.204
C -1.872 -4.323 -1.992 -0.036 -0.085 0.028
C 4.037 4.319 -1.797 -0.019 -0.046 0.024
C -5.764 -6.160 0.832 0.010 0.044 -0.006
C 7.792 -0.586 -2.345 0.090 -0.093 -0.012
C -0.988 0.474 -0.413 0.309 0.526 0.254
C 6.451 1.503 -2.423 0.079 0.048 -0.115
C -2.439 2.491 1.621 0.028 -0.559 0.013
C 8.097 -1.816 -1.789 -0.029 -0.005 0.034
C -0.737 -6.294 -2.792 0.109 -0.013 -0.080
C -0.879 1.852 -0.401 -0.242 -0.550 -0.377
C -4.783 -6.743 0.048 -0.102 -0.036 0.084
C -1.214 4.230 0.518 -0.875 0.303 -0.633
C -2.263 4.726 -0.489 0.055 0.312 -0.476
C -3.854 -5.945 -0.606 0.047 0.093 -0.029
C 0.094 -4.108 -3.354 -0.001 -0.039 0.004
C -1.778 -5.713 -2.078 -0.049 0.076 0.047
C -3.921 -4.555 -0.484 0.049 -0.079 -0.027
C -3.260 1.424 5.631 0.724 0.085 0.489
C 3.245 3.791 -0.782 -0.009 0.022 -0.051
C -3.693 1.109 3.385 -0.388 0.096 0.021
C 3.501 2.523 -0.289 -0.126 0.280 -0.036
C -5.821 -4.777 0.968 0.006 -0.045 -0.017
C -1.159 2.719 0.795 2.182 0.235 0.419
C 4.825 0.433 -0.234 -0.096 -0.073 0.124
C 4.551 1.780 -0.807 0.058 -0.132 -0.008
C 7.353 -2.305 -0.720 0.012 0.023 -0.038
C -2.438 3.815 2.435 -0.151 0.678 0.292
C 5.336 2.300 -1.837 -0.001 -0.053 0.057
C -2.419 1.269 2.541 -0.630 0.184 0.331
C -2.786 -6.592 -1.419 0.009 -0.148 -0.013
C 5.979 -0.337 -0.776 0.024 0.078 -0.059
C -2.953 -3.677 -1.197 0.008 0.142 0.000
C 6.739 0.163 -1.836 -0.089 0.022 0.072
C 6.293 -1.569 -0.218 0.054 -0.118 0.017
C -4.905 -3.976 0.308 -0.104 0.019 0.079
C 5.077 3.574 -2.327 -0.068 0.119 -0.012
C 0.199 -5.493 -3.423 -0.021 0.040 0.008
C -0.938 -3.524 -2.640 0.102 0.035 -0.058
B 0.183 2.504 1.658 0.067 -0.644 0.759
H 8.369 -0.199 -3.173 -0.040 0.088 0.001
H -6.485 -6.784 1.344 -0.005 -0.003 0.006
H 3.840 5.313 -2.175 -0.006 0.005 -0.005
H 1.173 3.557 2.919 0.652 -0.144 -0.080
H -2.336 0.373 1.927 0.495 0.015 -0.029
H -4.441 0.498 2.890 0.116 -0.271 0.074
H -4.946 -2.900 0.406 0.066 0.019 -0.069
H -4.197 1.951 5.853 -0.130 0.049 -0.257
H -0.532 2.368 -1.299 -1.770 0.252 -0.562
H 5.707 -1.945 0.610 -0.069 0.067 -0.005
H 0.396 1.041 3.132 -0.347 -0.341 -0.081
H -1.608 1.326 3.261 0.155 -0.023 -0.079
H -3.455 1.801 -0.498 0.207 -0.008 0.085
H -2.208 4.209 -1.448 0.001 -0.122 0.009
H -0.883 5.124 2.391 -0.223 0.389 0.114
H -4.731 -7.818 -0.058 0.083 -0.001 -0.050
H 0.822 -3.484 -3.855 0.006 0.003 -0.001
H -0.664 -7.371 -2.845 -0.087 -0.018 0.040
H 8.920 -2.397 -2.185 0.006 -0.004 0.000
H -1.738 -0.061 -0.991 1.214 -0.121 -1.512
H -1.022 -2.447 -2.579 -0.063 0.000 0.063
H 2.429 4.372 -0.370 0.018 0.008 0.035
H 1.013 -5.947 -3.973 0.001 -0.001 -0.011
H 5.695 3.977 -3.117 0.048 -0.083 -0.018
H -6.583 -4.325 1.588 -0.008 0.002 0.002
H 1.575 1.067 2.056 0.018 -0.056 0.029
H -0.291 4.628 0.101 0.328 0.030 0.668
H 7.601 -3.262 -0.280 -0.001 -0.010 -0.003
H 2.889 2.121 0.503 0.087 -0.099 0.030
H -4.161 2.071 3.587 0.027 0.074 -0.022
H -3.269 4.641 -0.093 -0.053 -0.160 -0.040
H -0.319 -0.111 0.210 -1.332 -0.059 1.452
```
Positions in Å, forces in eV/Å.

no.,E (Eh),HOMO (eV)
1,-430.69844,-9.1
2,-2442.77900,-8.8
3,-410.25785,-9.9
4,-2806.86341,-8.2